4 unconnected molecules or ions with the total composition C33H73BNO8, computed with ωB97M-V with the def2-TZVPD basis set.

Values from the calculation:
**LUMO level (alpha / beta)**: 0.01591 / 0.01314 hartree
**2S+1**: 2
**Expectation value of S²**: 0.754

Positions of all 116 atoms, in Å:
1 C 7.03170 0.40593 5.17484
2 C 7.02166 -0.54051 3.95651
3 C 6.09119 -0.10332 2.80571
4 C 6.81133 0.54106 1.60474
5 C 6.80382 2.08512 1.60347
6 C 5.82146 2.69718 0.60019
7 C 4.41871 2.06429 0.61634
8 C 3.29974 3.09748 0.46833
9 C 1.92257 2.43450 0.34449
10 C 1.28691 2.14382 1.70783
11 C -0.25621 1.96434 1.71854
12 B -0.83199 3.44742 1.59801
13 O -1.34741 3.85503 0.36826
14 C -0.83361 4.51226 2.77353
15 C -1.87743 4.24180 3.87933
16 C -0.69238 1.33370 3.05950
17 C -0.54506 -0.21260 3.18519
18 C -1.89684 -0.84178 3.55313
19 C 0.42485 -0.53915 4.32018
20 N -0.00566 -0.80499 1.93055
21 O 1.26487 -0.95424 1.89490
22 C -0.64397 -0.41372 0.64121
23 C -1.99446 -1.13133 0.44262
24 C 0.26801 -0.90143 -0.48509
25 C -0.81724 1.12789 0.54774
26 H 7.96396 0.96895 5.23667
27 H 6.21539 1.12789 5.11736
28 H 6.91632 -0.14804 6.10674
29 H 8.04017 -0.61645 3.56931
30 H 6.73440 -1.54200 4.27950
31 H 5.49585 -0.95429 2.46926
32 H 5.37847 0.62410 3.20569
33 H 7.85484 0.21534 1.62369
34 H 6.39184 0.16830 0.66719
35 H 7.80676 2.44541 1.36257
36 H 6.56267 2.44575 2.60877
37 H 6.23719 2.59229 -0.40654
38 H 5.72163 3.77043 0.79011
39 H 4.25805 1.50428 1.54117
40 H 4.32331 1.35883 -0.21342
41 H 3.31488 3.76564 1.33543
42 H 3.49760 3.68128 -0.43612
43 H 2.06287 1.48399 -0.17671
44 H 1.25423 3.03181 -0.28398
45 H 1.52460 2.99258 2.36289
46 H 1.77415 1.27758 2.15980
47 H -0.83719 4.58516 -0.01121
48 H -1.05970 5.48801 2.33011
49 H 0.15330 4.61336 3.23683
50 H -2.79286 3.78971 3.49048
51 H -2.14069 5.16438 4.39685
52 H -1.48170 3.55780 4.62962
53 H -0.08997 1.78724 3.85212
54 H -1.73162 1.60027 3.27014
55 H -1.86456 -1.92343 3.40992
56 H -2.11337 -0.63066 4.60041
57 H -2.71258 -0.44990 2.95170
58 H -0.01215 -0.15118 5.24340
59 H 1.38960 -0.05721 4.18049
60 H 0.55070 -1.61601 4.43616
61 H -2.19864 -1.17146 -0.62545
62 H -2.80685 -0.61285 0.94370
63 H -1.91506 -2.14608 0.83649
64 H 0.40946 -1.97973 -0.41979
65 H 1.22283 -0.38591 -0.49851
66 H -0.23528 -0.67672 -1.42878
67 H -1.88920 1.34485 0.49147
68 H -0.41070 1.46602 -0.40527
69 C -5.80207 -2.33964 -4.75397
70 O -6.75102 -1.73480 -3.89601
71 C -6.80814 -2.31586 -2.60572
72 C -6.02942 -1.51496 -1.58417
73 O -4.64098 -1.50378 -1.86158
74 C -4.19982 -0.32134 -2.50472
75 H -5.66923 -1.67700 -5.60769
76 H -4.83880 -2.47763 -4.25754
77 H -6.16273 -3.31015 -5.11229
78 H -6.43659 -3.34599 -2.63160
79 H -7.85979 -2.34300 -2.30481
80 H -6.16492 -1.97447 -0.59998
81 H -6.41981 -0.49267 -1.53700
82 H -4.14479 0.50782 -1.78898
83 H -4.85153 -0.03518 -3.33151
84 H -3.20154 -0.50939 -2.89860
85 C -2.87594 3.08818 -4.06728
86 O -3.57319 2.14713 -4.86331
87 C -4.07487 2.68058 -6.07623
88 C -3.19228 2.33718 -7.25643
89 O -1.90972 2.92969 -7.15571
90 C -0.90835 2.04651 -6.68700
91 H -2.33090 2.53151 -3.30580
92 H -2.16692 3.67031 -4.66066
93 H -3.57332 3.77081 -3.56970
94 H -4.19008 3.76678 -5.99822
95 H -5.06596 2.24687 -6.24097
96 H -3.66076 2.71899 -8.16840
97 H -3.10535 1.24929 -7.35083
98 H -0.61798 1.33565 -7.46832
99 H -1.23922 1.49218 -5.80539
100 H -0.04154 2.65012 -6.42321
101 C 1.52232 -4.62066 0.76829
102 O 0.48986 -5.33646 1.42715
103 C -0.74834 -5.29715 0.74280
104 C -1.00417 -6.55616 -0.05757
105 O -0.07274 -6.72133 -1.11199
106 C 0.97539 -7.62231 -0.80999
107 H 2.46465 -4.90347 1.23461
108 H 1.56471 -4.86240 -0.29680
109 H 1.37740 -3.54300 0.89547
110 H -0.79593 -4.42206 0.08448
111 H -1.53714 -5.19578 1.49549
112 H -1.99977 -6.49091 -0.50687
113 H -0.98869 -7.42694 0.60692
114 H 0.62009 -8.65840 -0.83999
115 H 1.40912 -7.42169 0.17240
116 H 1.74320 -7.49305 -1.57102

Atoms 1-2, force components in eV/Å:
0.0 -0.1 -0.1
-0.1 0.2 0.0



2 unconnected molecules or ions with the total composition C5H14S in a non-equilibrium geometry, computed with ωB97M-V with the def2-TZVPD basis set.

Values from the calculation:
**Energy relative to the best compared isomer or geometry (same formula, charge and spin)**: 110.6 kJ/mol
**LUMO level**: 0.03616 hartree
**SMILES**: CCSC.CC

Positions of all 20 atoms, in Å:
1 C 1.33873 1.38401 1.31440
2 C 1.42823 0.23140 0.36135
3 S 0.23115 -1.18823 0.44764
4 C 0.93068 -2.57368 1.47825
5 H 2.30620 1.68600 1.74107
6 H 0.71499 0.94799 2.16206
7 H 0.82944 2.32073 0.98128
8 H 1.20450 0.57861 -0.72581
9 H 2.49393 -0.15841 0.19545
10 H 1.94180 -2.81722 1.13587
11 H 0.93830 -2.04009 2.43743
12 H 0.21450 -3.38088 1.33144
13 C -1.75960 1.18981 -2.60304
14 C -2.30173 1.91361 -1.35167
15 H -2.54287 0.50367 -2.97327
16 H -1.43400 1.95965 -3.32966
17 H -0.99888 0.47971 -2.37828
18 H -1.38018 2.37464 -0.88992
19 H -2.73063 1.16798 -0.71173
20 H -3.07204 2.64837 -1.52744

Atoms 1-2, force components in eV/Å:
-1.2 -0.1 2.3
1.2 -0.8 -3.7



C10H10O3 in the gas phase in a non-equilibrium geometry, computed with ωB97M-V with the def2-TZVPD basis set.

Values from the calculation:
**Energy relative to the best compared isomer or geometry (same formula, charge and spin)**: 755.0 kJ/mol
**LUMO level (alpha / beta)**: 0.01038 / 0.01035 hartree

Positions of all 23 atoms, in Å:
1 C 1.27728 0.71442 0.64617
2 C 0.92328 -0.59494 0.10824
3 C 2.52888 0.95961 0.09809
4 C 1.99402 -1.03838 -0.60986
5 C -1.39696 -0.35131 -0.44965
6 C -1.93827 0.77114 -0.88209
7 C 0.00031 0.96270 1.17665
8 C -0.48878 -0.42734 0.69091
9 C -3.17020 1.24824 -1.51083
10 C -0.70249 -1.44150 1.87572
11 O 2.99797 -0.09662 -0.59773
12 O 3.35967 1.94000 0.38809
13 O 2.33853 -2.15863 -1.28514
14 H -1.48815 -1.33307 -1.04770
15 H -0.13683 1.54032 2.05321
16 H -3.01319 1.64101 -2.65273
17 H -3.57656 2.21794 -1.07002
18 H -3.90042 0.52657 -1.56399
19 H -0.88394 -2.38276 1.58203
20 H -1.58103 -0.97023 2.40157
21 H 0.11155 -1.54954 2.44866
22 H 4.27937 1.78060 0.40257
23 H 2.46597 -1.95823 -2.20215

Atoms 1-2, force components in eV/Å:
1.2 -1.0 -2.1
2.0 0.3 -0.7



C7H8 in the gas phase in a non-equilibrium geometry, computed with ωB97M-V with the def2-TZVPD basis set.

Values from the calculation:
**Energy relative to the best compared isomer or geometry (same formula, charge and spin)**: 553.4 kJ/mol
**LUMO level**: 0.03620 hartree
**SMILES**: C=C1C[C@@]12C=C2C

Positions of all 15 atoms, in Å:
1 C 2.41835 0.66249 0.68493
2 C 1.49033 -0.03675 0.13900
3 C 1.23638 -0.94230 -0.95836
4 C 0.16522 -0.57824 0.12745
5 C -0.75670 -1.36592 1.01273
6 C -1.21074 -0.29950 0.32147
7 C -2.19371 0.68108 -0.15819
8 H 2.22373 1.24181 1.69821
9 H 3.36370 0.90025 0.32508
10 H 1.00879 -0.56411 -1.99710
11 H 1.49154 -2.01321 -0.81557
12 H -0.93346 -2.19231 1.63054
13 H -1.46681 1.60760 -0.13242
14 H -3.08038 0.66953 0.51742
15 H -2.41337 0.32853 -1.15561

Atoms 1-2, force components in eV/Å:
-0.5 2.9 4.2
-0.4 -0.3 0.2



C2H2N2O2 in the gas phase, computed with ωB97M-V with the def2-TZVPD basis set.

Values from the calculation:
**Energy relative to the best compared isomer or geometry (same formula, charge and spin)**: 348.9 kJ/mol
**LUMO level**: -0.00294 hartree
**SMILES**: O=CN=C=NO

Positions of all 8 atoms, in Å:
1 O -2.51592 -0.54633 -0.50887
2 C -1.91201 0.47246 -0.30474
3 N -0.59697 0.49412 0.14806
4 C 0.39314 -0.20445 0.07480
5 N 1.37341 -0.94776 0.15770
6 O 2.62506 -0.31881 -0.02647
7 H -2.34859 1.47812 -0.36194
8 H 3.00758 -0.43227 0.85869

Atoms 1-2, force components in eV/Å:
0.2 0.5 0.0
-0.3 -0.3 -0.2